C18H80N2O24 | the ωB97M-V functional and the def2-TZVPD basis

As for the multiplicity: 1. The net charge is -2. The total energy comes out at -2649.0665 hartree. The value obtained for the HOMO energy is -0.29 eV. As for the energy relative to the best compared isomer or geometry (same formula, charge and spin): 0.0 kcal/mol.

Geometry (Å):
C 3.255 -2.252 -0.185
C 2.104 -1.214 -0.186
C 1.394 -1.322 -1.584
C 0.100 -0.503 -1.705
C -0.848 -0.903 -0.602
C -0.230 -0.722 0.798
N 1.064 -1.446 0.823
O 1.616 -1.518 2.155
C -1.200 -1.356 1.801
C -0.154 0.808 1.138
C 2.799 0.164 -0.223
H 3.887 -2.210 0.697
H 3.849 -2.113 -1.088
H 2.815 -3.253 -0.167
H 1.149 -2.352 -1.865
H 2.052 -1.024 -2.407
H -0.304 -0.581 -2.718
H 0.242 0.577 -1.601
H -1.035 -1.972 -0.755
H -1.754 -0.300 -0.702
H -2.233 -1.053 1.611
H -1.053 -0.907 2.785
H -1.157 -2.441 1.853
H -1.183 1.079 0.898
H 0.554 1.319 0.489
H 0.178 0.933 2.166
H 3.129 0.607 0.721
H 2.223 0.987 -0.653
H 3.670 0.182 -0.877
C -2.597 5.938 -0.821
C -2.779 5.282 -2.210
C -1.590 4.247 -2.380
C -1.941 2.904 -1.737
C -3.350 2.385 -1.948
C -4.459 3.438 -1.718
N -4.091 4.661 -2.405
O -5.146 5.656 -2.386
C -4.795 3.503 -0.210
C -5.691 2.857 -2.412
C -2.576 6.310 -3.352
H -2.609 5.128 -0.090
H -3.430 6.617 -0.643
H -1.638 6.445 -0.690
H -0.742 4.713 -1.875
H -1.260 4.102 -3.410
H -1.675 2.854 -0.675
H -1.209 2.170 -2.102
H -3.557 1.541 -1.279
H -3.418 1.917 -2.936
H -5.261 2.572 0.118
H -5.476 4.334 -0.027
H -3.888 3.682 0.370
H -6.542 3.413 -2.006
H -5.776 1.810 -2.103
H -5.821 2.968 -3.487
H -1.590 6.777 -3.239
H -3.340 7.062 -3.544
H -2.476 5.846 -4.340
O -5.673 -1.405 1.784
H -5.011 -1.874 1.252
H -6.507 -1.574 1.338
O 6.493 -1.293 -2.831
H 5.924 -0.938 -3.521
H 6.454 -0.630 -2.110
O -1.672 -4.913 -0.189
H -0.785 -4.594 0.062
H -1.598 -5.132 -1.125
O 6.319 0.111 -0.441
H 5.477 0.572 -0.389
H 6.352 -0.428 0.370
O -3.704 -2.955 0.449
H -3.448 -2.296 -0.204
H -3.006 -3.630 0.411
O 0.807 -4.189 0.673
H 1.015 -4.626 1.508
H 0.820 -3.223 0.883
O 1.985 3.647 -1.443
H 1.560 2.791 -1.334
H 2.876 3.521 -1.088
O 5.126 -4.569 -1.943
H 5.361 -3.887 -2.582
H 4.333 -4.233 -1.512
O -2.639 1.551 4.009
H -2.523 1.254 3.101
H -2.997 2.440 3.928
O 4.518 -0.983 2.884
H 3.698 -1.407 2.558
H 4.285 -0.050 2.972
O 6.522 -2.015 1.372
H 6.403 -2.815 0.845
H 5.851 -2.076 2.073
O 0.231 -2.757 3.805
H 0.841 -3.499 3.784
H 0.605 -2.106 3.177
O 2.003 -5.925 -1.439
H 2.199 -6.495 -0.691
H 1.435 -5.235 -1.071
O 2.375 3.440 1.862
H 2.995 3.157 1.177
H 2.792 4.207 2.269
O -0.532 -5.020 -3.063
H 0.290 -4.541 -2.914
H -0.643 -5.018 -4.019
O -0.068 3.359 4.621
H 0.124 2.969 3.761
H 0.135 2.661 5.250
O -3.280 -4.788 2.864
H -3.221 -4.347 2.011
H -2.714 -5.559 2.764
O 2.472 1.151 3.439
H 2.531 1.910 2.830
H 2.212 0.401 2.875
O -2.824 -2.023 -4.193
H -2.848 -1.986 -3.231
H -3.098 -1.143 -4.473
O 2.899 -4.116 2.856
H 3.707 -3.971 3.356
H 2.594 -3.219 2.611
O 4.489 2.881 -0.573
H 5.351 2.917 -0.140
H 4.693 2.790 -1.512
O -2.382 -2.674 4.666
H -2.748 -3.362 4.084
H -1.442 -2.555 4.417

=====

C6H8ClF | the ωB97M-V functional and the def2-TZVPD basis

As for the multiplicity: 1. The net charge is 0. The total energy comes out at -793.4284 hartree. The value obtained for the HOMO energy is -8.68 eV. Its SMILES is CCC(=C/Cl)/C=C/F. As for the energy relative to the best compared isomer or geometry (same formula, charge and spin): 23.5 kcal/mol.

Geometry (Å):
C -1.450 -0.310 1.296
C 0.015 -0.734 0.914
C 0.684 0.304 0.033
C 1.702 1.001 0.562
Cl 2.496 2.303 -0.194
C 0.255 0.514 -1.371
C -0.301 -0.404 -2.132
F -0.704 -0.237 -3.349
H -1.490 0.700 1.752
H -1.774 -1.104 2.000
H -2.027 -0.270 0.356
H -0.038 -1.705 0.435
H 0.652 -0.939 1.789
H 2.211 0.766 1.502
H 0.401 1.521 -1.764
H -0.633 -1.407 -1.828

=====

C5H9BrO | the ωB97M-V functional and the def2-TZVPD basis

As for the multiplicity: 1. The net charge is 0. The total energy comes out at -2845.0612 hartree. The value obtained for the HOMO energy is -9.36 eV. Its SMILES is C=C1O[C@@H]1C.CBr. As for the energy relative to the best compared isomer or geometry (same formula, charge and spin): 28.3 kcal/mol.

Geometry (Å):
C 1.230 -1.398 -0.878
C 1.250 -0.405 -0.101
O 0.875 0.019 1.077
C 1.617 0.877 0.257
C 0.786 2.141 -0.206
H 0.763 -2.322 -0.636
H 1.707 -1.342 -1.841
H 2.612 1.064 0.751
H 0.250 1.829 -1.131
H 1.510 2.997 -0.532
H 0.100 2.468 0.579
C -2.547 -1.279 0.694
Br -2.432 0.179 -0.550
H -3.267 -1.159 1.505
H -1.555 -1.558 0.938
H -2.899 -2.110 0.074